(1)
{"formula": "C3H6NOS", "method": "ωB97M-V/def2-TZVPD", "largest_force_ev_per_a": 1.63, "charge": 0, "total_energy_ev": -17580.162, "relative_energy_kj_mol": 15.6, "s2": 0.75, "e_lumo_ev": [0.814, -2.500], "e_homo_ev": [-9.86, -9.51], "spin_multiplicity": 2, "species": ["C", "C", "S", "C", "N", "O", "H", "H", "H", "H", "H", "H"], "positions_angstrom": [[-0.02, -0.92, 0.31], [1.38, -0.17, 0.42], [2.03, 0.32, -1.19], [-1.23, -0.02, 0.09], [-1.11, 0.96, -0.85], [-2.26, -0.19, 0.70], [-0.25, -1.52, 1.18], [0.08, -1.49, -0.62], [2.10, -0.82, 0.88], [1.15, 0.77, 0.92], [-1.68, 1.78, -0.72], [-0.19, 1.28, -1.12]], "lowdin_spin": [0.04, 0.09, 0.84, 0.00, 0.00, 0.00, 0.00, 0.01, 0.00, 0.02, 0.00, 0.00]}

=====

(2)
{"formula": "C3H6NaO2", "method": "ωB97M-V/def2-TZVPD", "largest_force_ev_per_a": 3.42, "charge": -1, "total_energy_ev": -11717.277, "relative_energy_kj_mol": 0.0, "e_lumo_ev": 2.426, "e_homo_ev": -1.96, "species": ["O", "C", "C", "O", "C", "Na", "H", "H", "H", "H", "H", "H"], "positions_angstrom": [[-0.18, -1.28, -0.58], [-1.26, -0.43, -0.44], [-0.87, 1.01, -0.12], [-0.09, 1.09, 1.08], [1.17, 1.79, 0.76], [1.41, -0.57, 0.33], [-1.96, -0.78, 0.36], [-1.89, -0.38, -1.36], [-1.77, 1.63, 0.00], [1.61, 2.03, 1.74], [0.93, 2.82, 0.42], [-0.12, 1.74, -0.75]], "lowdin_charge": [-0.42, -0.45, -0.29, -0.36, -0.26, 0.46, 0.09, 0.08, 0.09, -0.04, -0.03, 0.12]}

=====

(3)
{"formula": "C3H6NaO5", "method": "ωB97M-V/def2-TZVPD", "largest_force_ev_per_a": 3.29, "charge": -1, "total_energy_ev": -17862.983, "relative_energy_kj_mol": 77.3, "e_lumo_ev": 0.834, "e_homo_ev": -3.52, "species": ["C", "C", "O", "C", "O", "O", "O", "Na", "H", "H", "H", "H", "H", "O", "H"], "positions_angstrom": [[-3.77, -1.04, -2.21], [-2.37, -1.16, -2.79], [-2.48, -1.40, -4.20], [-1.36, -1.62, -4.92], [-0.25, -1.63, -4.34], [-1.53, -1.73, -6.16], [-3.74, -0.91, -0.83], [0.72, -2.07, -6.37], [-4.34, -1.94, -2.52], [-4.27, -0.18, -2.70], [-1.83, -2.00, -2.32], [-1.80, -0.24, -2.61], [-3.76, 0.46, -0.09], [-3.78, 1.61, 0.63], [-3.88, 1.35, 1.55]], "lowdin_charge": [-0.42, -0.19, -0.01, -0.80, -0.08, -0.09, -0.33, 0.77, 0.10, 0.10, 0.12, 0.13, 0.17, -0.38, -0.09]}

=====

(4)
{"formula": "C3H6O", "method": "ωB97M-V/def2-TZVPD", "smiles": "C[C@H]1CO1", "largest_force_ev_per_a": 2.86, "charge": 0, "total_energy_ev": -5253.743, "relative_energy_kj_mol": 188.2, "e_lumo_ev": 1.193, "e_homo_ev": -10.11, "species": ["C", "C", "C", "O", "H", "H", "H", "H", "H", "H"], "positions_angstrom": [[1.21, -0.08, -0.19], [-0.15, -0.40, 0.47], [-1.20, 0.45, -0.04], [-1.03, -0.95, -0.41], [1.05, 0.62, -1.02], [1.72, -1.02, -0.68], [1.81, 0.44, 0.69], [-0.16, -0.84, 1.45], [-1.10, 1.28, -0.74], [-2.15, 0.51, 0.47]], "lowdin_charge": [-0.06, -0.43, -0.10, -0.04, 0.06, 0.11, 0.11, 0.14, 0.11, 0.10]}

=====

(5)
{"formula": "C3H6O", "method": "ωB97M-V/def2-TZVPD", "smiles": "CCC=O", "largest_force_ev_per_a": 2.33, "charge": 0, "total_energy_ev": -5255.040, "relative_energy_kj_mol": 63.1, "e_lumo_ev": 0.988, "e_homo_ev": -9.82, "species": ["C", "C", "C", "O", "H", "H", "H", "H", "H", "H"], "positions_angstrom": [[-1.13, 0.23, 0.10], [0.12, -0.59, -0.09], [1.39, 0.35, -0.05], [1.46, 1.48, 0.38], [-1.00, 0.89, 0.95], [-2.03, -0.37, 0.26], [-1.31, 0.86, -0.78], [0.27, -1.32, 0.73], [0.08, -1.22, -1.01], [2.15, -0.30, -0.50]], "lowdin_charge": [-0.13, -0.22, -0.25, 0.06, 0.07, 0.07, 0.08, 0.11, 0.11, 0.10]}

=====

(6)
{"formula": "C3H6O", "method": "ωB97M-V/def2-TZVPD", "smiles": "C=COC", "largest_force_ev_per_a": 2.97, "charge": 0, "total_energy_ev": -5253.946, "relative_energy_kj_mol": 168.7, "e_lumo_ev": 1.056, "e_homo_ev": -8.73, "species": ["C", "C", "O", "C", "H", "H", "H", "H", "H", "H"], "positions_angstrom": [[1.99, -0.26, 0.08], [0.79, 0.28, -0.05], [-0.28, -0.53, -0.15], [-1.66, -0.10, 0.04], [2.82, 0.44, -0.10], [2.08, -1.30, -0.02], [0.44, 1.34, -0.12], [-2.04, -0.64, 0.90], [-1.83, 0.99, 0.26], [-2.32, -0.21, -0.85]], "lowdin_charge": [0.01, -0.26, -0.16, -0.06, 0.06, 0.04, 0.12, 0.07, 0.09, 0.09]}